1.
A structure of composition C4H4N2O2 at a distorted geometry. Source: the OMol25 dataset; level of theory: ωB97M-V with the def2-TZVPD basis set.

For the total energy, the calculation gives -11281.9023 eV. The charge is 0. The calculation puts the energy above the lowest of the compared OMol25 structures with the same formula, charge and spin at 153.1 kcal per mole.

Each line ends with the Mulliken charge.
Positions of all 12 atoms, in Å:
C 1.8808 0.0595 -0.2404  -0.3310
C 1.5683 -1.2375 0.1190  -0.2587
C -0.1861 -0.2216 -0.0136  0.4941
C -1.6412 0.2063 -0.1078  0.0226
H 0.3654 2.0834 1.3082  0.3963
H 2.7287 0.8758 -0.8626  0.2721
H 2.1421 -2.1433 0.5150  0.3655
H -2.0998 1.1825 -0.6033  0.2979
N 0.6881 0.6584 -0.2597  0.1919
N 0.2510 -1.4492 0.1815  -0.5478
O 0.1528 1.9961 0.2380  -0.4243
O -2.5830 -0.6589 -0.0321  -0.4786

***

2.
A structure of composition C4H4N2O2 at a distorted geometry. Source: the OMol25 dataset; level of theory: ωB97M-V with the def2-TZVPD basis set.

For the total energy, the calculation gives -11282.7021 eV. The charge is 0. The calculation puts the energy above the lowest of the compared OMol25 structures with the same formula, charge and spin at 134.6 kcal per mole.

Each line ends with the Mulliken charge.
Positions of all 12 atoms, in Å:
C 0.9445 -0.0598 -0.1088  0.2077
C -1.0502 -0.3071 -0.8788  0.5797
C -1.5990 0.7803 0.6263  -0.2046
C -0.3175 0.5223 0.0365  0.0855
H 2.7747 -0.8264 -0.2090  0.2862
H 2.6677 -0.1222 1.2969  0.2564
H -1.9332 0.2789 1.5104  0.2365
H -1.8438 1.9078 0.8256  0.2043
N 2.2567 -0.1002 0.3579  -0.5059
N -0.4832 -1.1962 -1.7397  -0.5139
O 0.8816 -1.1071 -1.1019  -0.2557
O -2.2983 0.2298 -0.6155  -0.3762

***

3.
A structure of composition C4H4N2O2 at a distorted geometry. Source: the OMol25 dataset; level of theory: ωB97M-V with the def2-TZVPD basis set.

For the total energy, the calculation gives -11283.3486 eV. The charge is 0. The calculation puts the energy above the lowest of the compared OMol25 structures with the same formula, charge and spin at 119.7 kcal per mole.

Each line ends with the Mulliken charge.
Positions of all 12 atoms, in Å:
C -1.6783 -0.9754 -0.2156  -0.8625
C -0.1894 -1.0689 -0.1737  0.5213
C 0.5980 0.1059 0.2837  0.5490
C 1.7631 1.5497 0.4582  -0.2626
H -2.0671 -0.8992 0.9060  0.2873
H -2.1612 -1.9001 -0.8699  0.2580
H -1.6574 -0.3387 -1.0672  0.3064
H 2.5895 2.0834 0.5737  0.5765
N 1.8054 0.2120 0.3364  -0.4296
N 0.6793 2.1809 0.2456  -0.3097
O 0.3869 -2.1170 -0.6027  -0.5632
O -0.0689 1.1673 0.1255  -0.0709

***

4.
The molecule C4H4N2O3 at a distorted geometry. Source: the OMol25 dataset; level of theory: ωB97M-V with the def2-TZVPD basis set.

Its SMILES is N=C=COC=C=[N+]([O-])O. For the total energy, the calculation gives -13327.2859 eV. The charge is 0. The calculation puts the energy above the lowest of the compared OMol25 structures with the same formula, charge and spin at 197.8 kcal per mole.

Each line ends with the Mulliken charge.
Positions of all 13 atoms, in Å:
N -3.4596 -0.5336 0.8405  -0.4168
C -2.4093 -0.2446 0.3303  0.3919
C -1.2140 0.0703 -0.0627  -0.5507
O -0.7266 1.3866 -0.2891  -0.3388
C 0.5846 1.6021 -0.1399  -0.1032
C 1.4491 0.8074 0.3746  -0.0004
N 2.3505 0.0025 0.4509  0.6740
O 3.0063 -0.4094 1.3729  -0.6642
O 2.6768 -0.4013 -0.8857  -0.4133
H -4.3775 -0.6558 0.4110  0.2893
H -0.5230 -0.6297 -0.1287  0.4799
H 0.9671 2.5633 -0.5380  0.3166
H 3.6650 -0.4142 -0.9350  0.3356

***

5.
The ion C4H4N2O3P with charge -1 at a distorted geometry. Source: the OMol25 dataset; level of theory: ωB97M-V with the def2-TZVPD basis set.

Its SMILES is O=C1O[PH2]([O-])c2[nH]ncc21. For the total energy, the calculation gives -22625.4019 eV. The charge is -1. The calculation puts the energy above the lowest of the compared OMol25 structures with the same formula, charge and spin at 0.0 kcal per mole.

Each line ends with the Mulliken charge.
Positions of all 14 atoms, in Å:
O 2.8969 -0.8364 0.1593  -0.6896
C 1.8507 -0.2165 0.1267  0.5362
O 1.7491 1.0775 0.3132  -0.5111
P -0.0383 1.8267 0.1653  0.3150
O 0.1822 2.3804 -1.1527  -0.6868
C -0.4711 0.0635 0.0527  0.0620
N -1.6939 -0.5409 -0.1211  0.2536
N -1.5008 -1.8694 -0.3216  -0.8818
C -0.2005 -2.0668 -0.2879  -0.4303
C 0.4929 -0.8890 -0.0607  0.4395
H -1.3648 2.0933 0.5929  -0.0126
H 0.4410 2.3101 1.3082  -0.0163
H -2.6049 -0.2370 -0.3684  0.2310
H 0.2614 -3.0955 -0.4058  0.3910

***

6.
The molecule C4H4N2OS at a distorted geometry. Source: the OMol25 dataset; level of theory: ωB97M-V with the def2-TZVPD basis set.

Its SMILES is Oc1c[nH]cnc1=S. For the total energy, the calculation gives -20074.4019 eV. The charge is 0. The calculation puts the energy above the lowest of the compared OMol25 structures with the same formula, charge and spin at 30.6 kcal per mole.

Each line ends with the Mulliken charge.
Positions of all 12 atoms, in Å:
O -1.2631 1.9734 -0.0287  -0.4590
C -0.5957 0.7767 -0.0300  0.6628
C 0.5976 0.6778 0.6188  -0.5861
N 1.3337 -0.5295 0.4315  -0.1385
C 0.6883 -1.5224 -0.2159  -0.0075
N -0.3692 -1.4636 -0.9077  -0.4680
C -1.1101 -0.2919 -0.8595  0.0646
S -2.5941 -0.2072 -1.5554  -0.2917
H -0.5880 2.5798 0.2643  0.2943
H 0.7997 1.4655 1.3214  0.3218
H 1.9970 -0.8963 1.0812  0.2850
H 1.1037 -2.5623 -0.1200  0.3221

***

| no. | lowest unoccupied orbital energy (eV) | HOMO energy (eV) |
| --- | --- | --- |
| 1 | -0.81 | -9.51 |
| 2 | 0.60 | -8.93 |
| 3 | -0.16 | -10.26 |
| 4 | 0.48 | -8.77 |
| 5 | 3.99 | -5.23 |
| 6 | -0.18 | -8.08 |